Entry 1:
11 unconnected molecules or ions with the total composition C9H38BF4N18O10 at a distorted geometry, computed with ωB97M-V/def2-TZVPD.

Geometry as XYZ:
```
80
Properties=species:S:1:pos:R:3:lowdin_charge:R:1
F 25.295 2.487 -14.668 0.078
F 26.422 1.417 -13.019 0.135
F 24.197 2.022 -12.730 0.077
F 25.832 3.637 -12.732 0.123
O 24.764 -2.252 -13.394 0.035
O 24.646 0.298 -9.199 0.015
O 30.400 5.490 -11.668 0.022
O 28.588 3.394 -8.622 0.050
O 19.289 0.873 -11.294 0.024
O 24.984 5.865 -10.648 0.005
O 28.499 0.559 -17.799 -0.010
O 27.544 5.928 -17.234 0.006
O 23.398 0.040 -15.493 -0.045
O 22.876 4.566 -15.440 0.032
N 27.180 2.498 -10.188 0.152
N 23.035 5.675 -11.753 0.162
N 20.759 5.045 -14.779 0.150
N 20.266 2.556 -10.150 0.147
N 22.022 3.446 -13.667 0.168
N 24.038 2.450 -9.760 0.174
N 26.110 4.120 -17.085 0.171
N 29.360 3.524 -12.276 0.152
N 26.896 5.051 -15.243 0.159
N 28.205 5.455 -12.208 0.158
N 24.837 6.616 -12.813 0.175
N 28.346 1.732 -15.879 0.171
N 25.242 -0.880 -11.645 0.160
N 28.889 1.241 -9.305 0.147
N 21.521 0.814 -11.004 0.179
N 23.945 1.757 -7.620 0.159
N 26.462 0.729 -16.789 0.162
N 23.740 -2.589 -11.365 0.131
C 24.193 1.400 -8.927 -0.654
C 20.307 1.416 -10.898 -0.704
C 21.934 4.346 -14.697 -0.697
C 24.346 6.062 -11.676 -0.686
C 29.445 4.884 -12.125 -0.660
C 24.609 -1.936 -12.232 -0.680
C 26.836 5.154 -16.603 -0.680
C 28.284 2.479 -9.353 -0.672
C 27.795 1.014 -16.899 -0.681
B 25.465 2.392 -13.249 -1.276
H 23.902 3.355 -9.338 0.098
H 26.363 4.348 -14.764 0.045
H 19.334 2.924 -10.062 0.098
H 22.599 0.345 -15.932 0.034
H 28.729 0.500 -9.962 0.092
H 22.533 5.686 -12.621 0.066
H 23.419 -3.460 -11.754 0.089
H 23.371 2.548 -7.405 0.091
H 19.977 4.805 -14.200 0.091
H 27.778 2.188 -15.189 0.067
H 25.718 3.476 -16.417 0.060
H 27.362 4.977 -12.474 0.045
H 26.643 3.338 -10.018 0.096
H 27.407 5.712 -14.688 0.079
H 23.928 -2.562 -10.379 0.083
H 25.838 6.682 -12.884 0.078
H 21.349 3.408 -12.925 0.082
H 24.840 -0.391 -10.849 0.032
H 23.488 0.619 -14.728 0.007
H 26.118 0.670 -15.846 0.073
H 28.199 6.405 -11.881 0.105
H 22.410 1.274 -11.075 0.050
H 26.088 0.181 -17.539 0.100
H 29.333 1.028 -8.431 0.094
H 24.240 1.127 -6.898 0.103
H 25.812 -0.323 -12.260 0.070
H 21.516 -0.111 -11.402 0.108
H 24.440 6.344 -13.703 0.095
H 20.723 5.759 -15.482 0.102
H 29.343 1.655 -15.813 0.100
H 21.004 3.035 -9.673 0.076
H 30.165 2.922 -12.250 0.097
H 26.662 1.649 -10.337 0.075
H 24.113 2.548 -10.764 0.080
H 25.807 4.120 -18.039 0.106
H 22.669 5.219 -10.942 0.081
H 22.937 3.007 -13.628 0.069
H 28.562 2.998 -11.946 0.052
```

Summary:
- HOMO energy: -0.2497 Ha
- ΔE to the lowest compared entry with this formula, charge and spin: 0.000 eV
- Charge: -1
- LUMO level: 1.58 eV
- Maximum force: 0.05400 Eh/bohr

=====

Entry 2:
C4H7NO2 in the gas phase at a distorted geometry, computed with ωB97M-V/def2-TZVPD.

Geometry as XYZ:
```
14
Properties=species:S:1:pos:R:3:lowdin_charge:R:1
O 0.927 0.337 -1.518 0.002
O -2.189 -0.668 0.264 0.082
N -1.771 -0.476 -2.015 0.181
C 0.938 -1.533 0.185 -0.031
C 0.266 -0.303 -0.460 -0.413
C -1.500 -0.518 -0.699 -0.409
C 0.704 -0.178 0.926 -0.114
H 0.226 -2.266 0.520 0.092
H -2.703 -0.241 -2.281 0.109
H -1.101 -0.082 -2.588 0.063
H 2.037 -1.640 -0.185 0.140
H 1.465 0.974 -1.043 0.094
H 0.061 -0.154 1.733 0.065
H 1.541 0.558 1.270 0.140
```

Summary:
- HOMO energy: -0.3325 Ha
- ΔE to the lowest compared entry with this formula, charge and spin: 2.463 eV
- SMILES string: NC(=O)C1(O)CC1
- LUMO level: 0.84 eV
- Maximum force: 0.09524 Eh/bohr

=====

Entry 3:
19 unconnected molecules or ions with the total composition C49H57F11N8O33 at a distorted geometry, computed with ωB97M-V/def2-TZVPD.

Geometry as XYZ:
```
158
Properties=species:S:1:pos:R:3:lowdin_charge:R:1
F 10.884 18.476 18.169 0.069
F 17.909 11.712 11.713 0.086
F 12.675 18.352 10.364 0.090
F 13.156 10.485 23.259 0.117
F 16.392 7.698 12.297 0.121
F 17.886 14.429 8.453 0.094
F 16.292 18.571 14.388 0.078
F 18.939 12.601 18.061 0.064
F 11.268 15.032 18.150 0.083
F 20.286 13.630 15.925 0.075
F 10.017 11.666 12.719 0.074
O 20.886 11.072 13.935 0.101
O 10.395 13.209 8.888 0.110
O 20.411 12.675 19.844 0.138
O 15.685 10.088 13.546 0.074
O 13.304 17.887 15.982 0.000
O 16.351 21.075 12.641 0.066
O 19.366 14.601 20.349 0.054
O 11.665 11.617 20.403 0.024
O 15.064 16.993 17.250 0.096
O 10.934 12.902 11.090 0.157
O 13.142 17.915 18.136 0.153
O 21.672 14.486 20.367 0.148
O 19.428 11.351 9.119 0.097
O 17.538 14.774 10.743 0.075
O 12.292 15.830 13.595 0.147
O 9.047 13.709 10.571 0.111
O 7.414 14.044 16.270 0.123
O 17.677 11.017 7.753 0.170
O 15.374 8.023 14.269 0.143
O 21.474 11.692 15.896 0.155
O 15.695 9.728 15.756 0.141
O 18.323 20.775 11.484 0.136
O 17.921 19.807 13.449 0.147
O 17.681 10.277 9.953 0.116
O 9.596 13.708 15.614 0.076
O 12.020 12.244 22.492 0.133
O 22.241 9.706 15.144 0.123
O 19.600 15.155 11.302 0.058
O 18.034 14.944 12.968 0.141
O 9.162 14.248 17.720 0.164
O 11.507 17.864 13.038 0.087
O 11.983 16.474 11.438 0.144
O 11.061 13.733 20.981 0.142
N 20.068 19.411 17.412 0.117
N 14.265 13.869 17.758 0.186
N 12.600 11.531 15.007 0.192
N 19.644 7.883 12.850 0.151
N 15.849 11.044 20.232 0.162
N 16.181 16.403 20.655 0.140
N 16.221 18.588 9.589 0.162
N 14.719 14.586 9.431 0.174
C 18.424 10.666 11.091 -0.354
C 14.858 13.867 10.294 -0.274
C 18.273 15.174 9.503 -0.252
C 11.615 17.624 10.761 -0.320
C 12.980 10.592 17.352 -0.047
C 13.886 17.417 17.184 -0.464
C 16.912 19.770 14.390 -0.324
C 11.994 16.659 12.757 -0.555
C 10.123 13.204 10.107 -0.602
C 10.566 14.008 17.663 -0.311
C 10.280 12.921 12.330 -0.325
C 11.010 18.429 11.840 -0.064
C 19.714 11.092 10.491 -0.055
C 18.223 10.903 8.825 -0.512
C 15.255 8.002 12.854 -0.346
C 10.795 14.049 16.192 -0.128
C 8.625 13.997 16.515 -0.497
C 12.219 10.458 21.068 -0.027
C 19.585 7.879 14.039 -0.259
C 11.548 12.649 21.287 -0.500
C 12.747 11.112 16.024 -0.283
C 14.950 13.536 16.857 -0.250
C 15.697 18.047 10.463 -0.285
C 19.658 14.895 9.922 -0.067
C 15.013 9.455 12.529 -0.103
C 19.242 16.929 17.398 -0.054
C 12.109 10.849 22.571 -0.337
C 15.009 13.018 11.476 -0.043
C 21.594 10.751 14.951 -0.579
C 16.024 20.969 14.024 -0.023
C 17.035 8.751 19.845 -0.040
C 17.566 20.561 12.423 -0.560
C 12.096 18.726 17.603 -0.268
C 19.100 12.501 19.409 -0.348
C 14.129 14.787 20.883 -0.083
C 20.579 13.984 20.178 -0.509
C 11.957 18.279 16.165 -0.079
C 18.301 13.588 20.099 -0.027
C 20.706 12.463 13.882 -0.046
C 19.526 7.850 15.469 -0.068
C 18.371 14.953 11.815 -0.543
C 8.966 13.559 11.994 -0.017
C 15.644 9.316 14.634 -0.528
C 15.255 15.708 20.778 -0.278
C 15.090 17.459 11.610 -0.066
C 16.355 10.030 20.092 -0.265
C 19.757 18.305 17.384 -0.279
C 15.813 13.116 15.805 -0.041
C 21.195 12.905 15.239 -0.305
H 18.070 13.186 21.085 0.133
H 18.094 9.010 19.868 0.081
H 18.690 11.594 19.854 0.136
H 18.545 16.766 18.221 0.076
H 13.940 9.626 12.622 0.143
H 20.385 15.586 9.496 0.151
H 15.297 9.723 11.511 0.144
H 12.256 19.804 17.596 0.176
H 11.564 13.353 15.856 0.092
H 14.039 12.719 11.873 0.078
H 19.662 12.732 13.726 0.137
H 16.757 7.981 20.565 0.088
H 8.085 12.971 12.251 0.153
H 20.548 10.393 10.545 0.151
H 18.448 9.868 11.833 0.136
H 16.623 12.484 16.168 0.087
H 17.408 13.935 19.580 0.123
H 10.848 17.470 10.003 0.184
H 18.155 16.209 9.181 0.170
H 16.304 21.898 14.519 0.144
H 13.321 15.320 20.381 0.075
H 15.535 12.119 11.157 0.055
H 13.186 10.202 20.634 0.108
H 15.146 12.555 15.150 0.059
H 19.441 8.849 15.895 0.083
H 14.406 18.196 12.031 0.082
H 9.932 18.327 11.717 0.145
H 14.426 13.838 20.437 0.051
H 15.600 13.474 12.270 0.074
H 16.121 14.009 15.261 0.092
H 13.796 14.726 21.919 0.085
H 12.048 10.226 17.783 0.087
H 20.391 7.319 15.866 0.097
H 10.941 13.060 18.048 0.161
H 11.252 10.482 23.136 0.174
H 10.826 13.400 13.143 0.148
H 11.806 19.091 15.453 0.133
H 20.067 11.966 11.038 0.118
H 14.960 20.745 14.096 0.137
H 14.393 7.471 12.452 0.178
H 20.088 16.256 17.538 0.072
H 11.278 19.486 11.815 0.154
H 17.443 19.880 15.335 0.165
H 20.087 13.895 9.856 0.129
H 11.597 9.613 20.771 0.131
H 11.364 17.410 15.879 0.125
H 14.439 16.598 11.465 0.062
H 22.078 13.542 15.179 0.174
H 18.616 7.299 15.706 0.085
H 18.717 16.792 16.453 0.077
H 13.305 11.331 18.084 0.058
H 8.959 14.546 12.458 0.138
H 11.162 15.012 15.834 0.125
H 21.376 12.995 13.206 0.145
H 15.927 17.161 12.241 0.085
H 13.782 9.860 17.265 0.071
H 16.766 8.374 18.858 0.081
```

Summary:
- HOMO energy: -0.3974 Ha
- LUMO level: -0.44 eV
- Maximum force: 0.12464 Eh/bohr

=====

The Kohn-Sham gap results, record by record, are as follows: 8.37 9.89 10.37 eV.